Entry 1:
Here is a 16-piece molecular cluster, C28H95N7O16 overall at a distorted geometry from the Open Molecules 2025 dataset. Energies are from wB97M-V/def2-TZVPD.

Geometry as XYZ:
```
146
Properties=species:S:1:pos:R:3:lowdin_charge:R:1
C 1.88 -2.51 -0.31 -0.04
C 0.56 -1.85 0.16 -0.36
C -0.10 -0.94 -0.93 -0.15
O -0.99 -0.17 -0.16 -0.21
C -2.26 -0.04 -0.64 -0.15
N -0.37 -2.93 0.44 0.06
H 1.68 -2.96 -1.28 0.07
H 2.18 -3.33 0.35 0.07
H 2.70 -1.80 -0.37 0.07
H 0.85 -1.24 1.01 0.12
H -0.54 -1.46 -1.78 0.12
H 0.74 -0.42 -1.39 0.11
H -2.81 -0.98 -0.61 0.07
H -2.25 0.39 -1.65 0.07
H -2.85 0.66 -0.04 0.06
H -1.11 -2.54 1.01 0.05
H -0.94 -3.04 -0.39 0.05
C -1.83 3.31 3.03 -0.02
C -2.30 1.79 3.09 -0.35
C -3.72 1.58 2.56 -0.20
O -4.13 0.25 2.83 -0.23
C -5.51 0.05 2.50 -0.09
N -1.37 0.90 2.39 0.06
H -0.89 3.44 3.58 0.07
H -2.50 4.01 3.53 0.05
H -1.74 3.75 2.04 0.06
H -2.33 1.44 4.12 0.14
H -3.67 1.76 1.49 0.10
H -4.28 2.33 3.13 0.11
H -5.71 0.13 1.43 0.07
H -6.10 0.84 2.97 0.08
H -5.79 -0.94 2.85 0.08
H -1.55 -0.09 2.44 0.06
H -1.40 1.13 1.41 0.05
C 9.12 -3.65 -1.22 -0.08
C 7.64 -3.39 -1.38 -0.45
C 6.90 -4.61 -1.92 -0.21
O 5.65 -4.10 -2.23 -0.18
C 4.58 -4.87 -1.89 -0.13
N 7.11 -2.98 -0.10 0.04
H 9.67 -2.71 -1.27 0.07
H 9.51 -4.27 -2.03 0.07
H 9.34 -4.20 -0.30 0.08
H 7.51 -2.55 -2.06 0.13
H 7.06 -5.48 -1.28 0.13
H 7.20 -5.03 -2.88 0.13
H 4.30 -4.92 -0.84 0.08
H 4.82 -5.89 -2.18 0.09
H 3.66 -4.50 -2.36 0.08
H 7.65 -2.18 0.22 0.07
H 6.12 -2.83 -0.06 0.07
C 5.42 -0.56 3.27 -0.06
C 4.87 -1.11 4.60 -0.41
C 3.54 -1.93 4.57 -0.17
O 2.42 -1.21 4.08 -0.23
C 1.18 -1.79 4.20 -0.12
N 5.89 -1.96 5.21 0.03
H 6.30 0.08 3.34 0.08
H 4.65 -0.02 2.73 0.07
H 5.67 -1.43 2.66 0.07
H 4.57 -0.25 5.19 0.13
H 3.32 -2.24 5.59 0.12
H 3.61 -2.80 3.91 0.13
H 0.39 -1.26 3.66 0.08
H 0.92 -1.90 5.26 0.09
H 1.17 -2.79 3.78 0.09
H 5.95 -2.83 4.69 0.07
H 6.72 -1.46 4.93 0.06
C 2.95 0.26 -4.58 -0.05
C 3.97 1.09 -3.76 -0.43
C 3.58 1.39 -2.33 -0.18
O 4.45 2.41 -1.75 -0.19
C 4.06 2.83 -0.41 -0.09
N 5.25 0.36 -3.86 0.03
H 2.46 -0.51 -3.99 0.07
H 3.39 -0.11 -5.51 0.08
H 2.13 0.95 -4.78 0.07
H 4.18 2.06 -4.22 0.13
H 3.61 0.49 -1.71 0.12
H 2.52 1.66 -2.27 0.12
H 4.62 3.74 -0.20 0.07
H 4.39 2.18 0.40 0.07
H 3.02 3.12 -0.27 0.08
H 5.78 0.83 -3.14 0.05
H 5.77 0.60 -4.69 0.06
C -7.83 2.57 -0.62 -0.11
C -6.55 3.24 -0.38 -0.48
C -6.49 3.76 1.08 -0.15
O -5.43 4.66 1.37 -0.24
C -5.31 5.22 2.65 -0.11
N -5.50 2.33 -0.72 0.06
H -7.92 1.67 -0.01 0.08
H -7.92 2.20 -1.64 0.08
H -8.72 3.17 -0.41 0.08
H -6.42 4.02 -1.13 0.13
H -6.59 2.87 1.71 0.11
H -7.40 4.34 1.26 0.12
H -5.43 4.41 3.37 0.08
H -6.09 5.97 2.81 0.08
H -4.40 5.79 2.83 0.09
H -5.47 2.12 -1.71 0.05
H -4.64 2.81 -0.49 0.04
C -3.11 7.17 -2.43 -0.04
C -3.75 6.08 -1.48 -0.43
C -2.76 5.02 -0.92 -0.18
O -2.36 4.15 -1.98 -0.16
C -1.44 3.27 -1.46 -0.15
N -4.37 6.80 -0.41 0.02
H -2.52 6.61 -3.15 0.07
H -2.52 7.90 -1.87 0.07
H -3.92 7.71 -2.91 0.06
H -4.66 5.70 -1.95 0.13
H -3.28 4.53 -0.10 0.09
H -1.93 5.52 -0.41 0.13
H -0.56 3.73 -1.02 0.09
H -1.10 2.49 -2.13 0.09
H -1.84 2.68 -0.63 0.06
H -4.96 6.05 -0.08 0.04
H -5.00 7.39 -0.94 0.07
O -2.21 -3.86 -1.85 -0.10
H -2.86 -3.27 -2.23 -0.02
H -2.63 -4.21 -1.06 -0.01
O -0.10 -2.43 -4.62 -0.08
H -0.68 -3.07 -5.03 0.05
H -0.64 -1.64 -4.53 0.03
O 0.56 -5.35 0.94 -0.09
H -0.30 -5.76 0.94 0.03
H 0.38 -4.41 0.86 -0.06
O 1.47 0.99 2.58 -0.08
H 0.58 0.65 2.52 -0.05
H 1.90 0.40 3.21 -0.02
O -3.54 -4.20 0.48 -0.08
H -3.35 -3.42 0.99 -0.01
H -4.40 -4.49 0.79 0.05
O -2.89 -2.03 2.28 -0.06
H -3.39 -1.25 2.51 -0.01
H -3.09 -2.66 2.98 0.06
O 1.67 -4.60 -4.48 -0.08
H 1.37 -4.77 -3.59 -0.03
H 1.31 -3.74 -4.69 -0.03
O -4.13 -2.14 -2.90 -0.23
H -4.57 -1.50 -2.35 -0.04
H -4.43 -1.94 -3.79 -0.01
O 0.18 -5.34 -2.21 -0.05
H 0.51 -5.26 -1.32 0.00
H -0.66 -4.87 -2.20 -0.01
```

As for the multiplicity: 2. The total charge is -1. For the LUMO energy (alpha / beta), the calculation gives 2.026 / 1.982 eV. The HOMO-LUMO gap (alpha / beta) is 2.30 / 9.12 eV. For the HOMO energy (alpha / beta), the calculation gives -0.275 / -7.135 eV. Its expectation value of S² is 0.751.


Entry 2:
Here is a 3-piece molecular cluster, C19H34FIN5O5 overall at a distorted geometry from the Open Molecules 2025 dataset. Energies are from wB97M-V/def2-TZVPD.

Geometry as XYZ:
```
65
Properties=species:S:1:pos:R:3:lowdin_charge:R:1
C 8.21 0.63 0.02 -0.06
C 7.04 1.06 0.87 -0.24
O 6.21 2.02 0.22 -0.10
C 5.32 1.47 -0.67 -0.15
N 4.12 1.04 0.06 0.03
C 3.58 1.64 1.14 -0.03
N 2.52 1.00 1.58 0.20
C 2.33 -0.05 0.76 -0.23
N 1.33 -0.92 0.90 0.06
C 0.34 -0.56 1.94 -0.14
C -0.56 0.57 1.45 -0.28
C -1.75 0.75 2.40 -0.65
I -2.10 2.78 2.91 0.79
C 1.20 -2.08 0.06 -0.32
F 0.55 -1.68 -1.10 0.01
C 0.43 -3.22 0.68 -0.17
C 1.21 -3.80 1.86 -0.07
N 3.32 -0.05 -0.19 -0.02
N 3.54 -0.88 -1.26 0.14
H 8.81 1.49 -0.25 0.09
H 7.88 0.14 -0.90 0.07
H 8.81 -0.09 0.58 0.09
H 7.43 1.53 1.77 0.13
H 6.45 0.20 1.21 0.12
H 5.75 0.63 -1.21 0.12
H 5.05 2.24 -1.39 0.15
H 4.02 2.53 1.54 0.16
H -0.30 -1.41 2.14 0.11
H 0.85 -0.29 2.85 0.13
H -0.94 0.33 0.47 0.08
H -0.01 1.50 1.37 0.07
H -1.58 0.22 3.33 0.04
H -2.65 0.35 1.97 0.04
H 2.17 -2.47 -0.21 0.13
H 0.38 -3.99 -0.09 0.13
H -0.57 -2.92 0.97 0.11
H 1.26 -3.10 2.69 0.07
H 2.24 -3.96 1.55 0.08
H 0.82 -4.75 2.19 0.08
H 3.53 -0.39 -2.14 0.13
H 4.36 -1.46 -1.13 0.12
O -1.50 1.58 -1.49 0.11
C -2.02 0.59 -1.92 -0.50
O -3.09 0.01 -1.33 0.01
C -3.43 -1.22 -2.00 -0.13
C -2.83 -1.09 -3.39 -0.14
C -1.59 -0.23 -3.12 -0.07
H -3.00 -2.05 -1.43 0.12
H -4.51 -1.32 -2.00 0.12
H -2.61 -2.06 -3.85 0.12
H -3.51 -0.56 -4.04 0.12
H -0.72 -0.83 -2.84 0.11
H -1.34 0.41 -3.95 0.13
O -8.10 -0.40 -0.58 0.13
C -7.39 0.52 -0.34 -0.49
O -6.18 0.68 -0.94 0.01
C -5.50 1.82 -0.38 -0.16
C -6.60 2.70 0.21 -0.15
C -7.63 1.66 0.64 -0.07
H -4.80 1.47 0.37 0.11
H -4.94 2.32 -1.17 0.13
H -6.24 3.34 1.01 0.11
H -7.02 3.34 -0.57 0.12
H -7.44 1.29 1.64 0.13
H -8.65 2.01 0.56 0.13
```

The total charge is +1. For the LUMO energy, the calculation gives -2.857 eV. The HOMO-LUMO gap is 8.51 eV. For the HOMO energy, the calculation gives -11.365 eV.


Entry 3:
Here is a 4-piece molecular cluster, C20H50Br2N7O8P2 overall at a distorted geometry from the Open Molecules 2025 dataset. Energies are from wB97M-V/def2-TZVPD.

Geometry as XYZ:
```
89
Properties=species:S:1:pos:R:3:lowdin_charge:R:1
C 5.40 -1.68 2.91 -0.21
C 4.11 -2.37 2.32 -0.70
Br 4.64 -3.47 0.76 0.72
C 2.94 -1.33 1.98 -0.63
Br 3.48 0.57 2.17 0.77
N 2.43 -1.49 0.60 0.06
C 1.22 -1.88 0.38 -0.24
N 0.17 -2.26 1.27 0.14
C -0.39 -3.52 0.65 -0.27
P -2.18 -3.92 1.02 0.63
N -3.23 -3.15 0.12 -0.15
O -2.48 -3.46 2.62 -0.16
O -2.29 -5.59 0.98 -0.17
C 0.14 -3.45 -0.84 -0.27
P -0.83 -4.19 -2.25 0.62
O -1.17 -5.65 -2.04 -0.29
O 0.20 -4.11 -3.59 -0.13
O -2.15 -3.27 -2.70 -0.17
N 0.62 -2.05 -0.95 -0.05
C -0.47 -1.07 -1.20 -0.16
C -0.06 0.43 -0.94 -0.14
C -1.01 1.17 0.09 -0.16
C -0.21 2.11 1.05 -0.23
N -1.06 3.16 1.70 0.02
C -0.86 3.15 3.13 -0.50
N -1.20 2.14 3.85 0.11
N -0.27 4.35 3.78 0.06
H 5.86 -1.08 2.09 0.07
H 5.19 -1.09 3.83 0.07
H 6.10 -2.51 3.20 0.09
H 3.73 -3.07 3.10 0.10
H 2.12 -1.51 2.72 0.11
H 3.00 -1.29 -0.22 0.16
H 0.42 -2.57 2.21 0.13
H 0.18 -4.36 1.12 0.14
H -3.78 -3.89 -0.34 0.00
H -2.29 -4.20 3.22 0.07
H -2.61 -5.78 0.08 0.06
H 1.03 -4.14 -0.79 0.15
H 1.08 -3.86 -3.28 0.07
H -2.81 -3.90 -3.03 0.09
H -0.74 -1.16 -2.28 0.11
H -1.41 -1.31 -0.63 0.11
H -0.18 0.97 -1.91 0.12
H 1.00 0.58 -0.62 0.09
H -1.69 1.84 -0.51 0.11
H -1.64 0.48 0.70 0.11
H 0.26 1.52 1.87 0.08
H 0.63 2.64 0.52 0.12
H -0.65 4.05 1.42 0.10
H -0.97 2.34 4.82 0.05
H 0.45 4.02 4.42 0.07
H -0.97 4.76 4.40 0.08
C -4.59 -0.20 -2.05 -0.05
C -3.94 0.74 -3.05 -0.49
C -4.82 0.95 -4.27 -0.06
O -2.68 0.20 -3.47 -0.07
H -4.76 -1.19 -2.50 0.08
H -3.93 -0.35 -1.19 0.06
H -5.54 0.19 -1.70 0.09
H -3.73 1.70 -2.58 0.14
H -5.00 0.01 -4.79 0.09
H -4.34 1.62 -4.99 0.07
H -5.79 1.38 -3.99 0.09
H -2.85 -0.65 -3.89 0.08
C -5.90 5.91 -5.00 -0.06
C -5.95 4.40 -5.13 -0.51
C -5.59 3.95 -6.54 -0.07
O -7.26 3.94 -4.81 -0.06
H -6.61 6.39 -5.68 0.08
H -6.17 6.22 -3.99 0.08
H -4.90 6.30 -5.23 0.08
H -5.26 3.95 -4.41 0.12
H -6.29 4.36 -7.27 0.08
H -5.64 2.86 -6.62 0.07
H -4.58 4.27 -6.81 0.08
H -7.88 4.33 -5.44 0.09
C 9.92 -0.42 5.83 -0.06
C 8.79 -0.23 4.83 -0.50
C 8.53 1.25 4.56 -0.06
O 7.60 -0.84 5.34 -0.07
H 9.67 0.05 6.79 0.08
H 10.09 -1.48 6.02 0.08
H 10.85 0.02 5.46 0.08
H 9.03 -0.73 3.90 0.14
H 8.23 1.76 5.48 0.08
H 7.70 1.37 3.86 0.07
H 9.41 1.74 4.16 0.08
H 7.37 -0.40 6.17 0.09
```

The total charge is +1. For the LUMO energy, the calculation gives -3.767 eV. The HOMO-LUMO gap is 7.71 eV. For the HOMO energy, the calculation gives -11.476 eV.


| no. | DFT total energy (eV) |
| --- | --- |
| 1 | -73762.56066 |
| 2 | -48753.83069 |
| 3 | -207019.07569 |